Below is a structure of composition C39H58BrNO3OsSSe, with properties calculated with ωB97M-V/def2-TZVPD.

```
! RIJCOSX wB97M-V def2-TZVPD def2/J DEFGRID3
* xyz 2 1
Os 1.242 1.007 -0.499
C -5.795 -1.282 -1.280
C -5.199 -0.399 -2.386
C -6.242 0.639 -2.801
C -4.856 -1.267 -3.607
C -3.920 0.249 -1.861
C -2.829 -0.557 -1.527
C -1.700 0.051 -1.027
Se -0.086 -0.929 -0.730
C -0.033 -1.333 1.134
C -0.669 -2.464 1.619
C -0.495 -2.795 2.956
C 0.338 -1.971 3.726
C 1.006 -0.846 3.254
C 0.800 -0.541 1.901
O 1.429 0.536 1.315
C 1.910 0.007 4.148
C 1.370 1.445 4.204
C 3.344 -0.004 3.594
C 1.959 -0.531 5.580
C -1.136 -4.029 3.587
C -1.953 -3.616 4.819
C -2.060 -4.752 2.609
C -0.014 -4.990 4.012
C -1.580 1.422 -0.870
O -0.386 1.912 -0.372
C -2.630 2.266 -1.220
C -3.780 1.627 -1.699
C -2.532 3.787 -1.100
C -1.337 4.302 -1.921
C -2.355 4.167 0.379
C -3.791 4.479 -1.628
H -6.682 -1.796 -1.652
H -6.087 -0.685 -0.414
H -5.087 -2.043 -0.945
H -7.131 0.125 -3.167
H -5.879 1.283 -3.605
H -6.553 1.265 -1.963
H -5.773 -1.635 -4.067
H -4.257 -2.138 -3.334
H -4.309 -0.694 -4.359
H -2.871 -1.633 -1.646
H -1.294 -3.062 0.969
H 0.473 -2.235 4.764
H 1.343 1.913 3.222
H 2.009 2.049 4.850
H 0.362 1.460 4.622
H 3.405 0.454 2.606
H 3.727 -1.026 3.539
H 3.996 0.557 4.266
H 0.975 -0.535 6.050
H 2.601 0.119 6.176
H 2.377 -1.538 5.630
H -2.766 -2.942 4.545
H -1.341 -3.123 5.574
H -2.390 -4.502 5.281
H -2.869 -4.106 2.259
H -2.518 -5.604 3.111
H -1.519 -5.140 1.743
H 0.615 -4.556 4.791
H 0.622 -5.253 3.164
H -0.445 -5.911 4.408
H -4.614 2.251 -1.977
H -0.385 3.992 -1.490
H -1.353 5.392 -1.941
H -1.392 3.949 -2.955
H -1.463 3.713 0.810
H -3.219 3.850 0.964
H -2.264 5.250 0.473
H -3.977 4.250 -2.679
H -3.661 5.558 -1.543
H -4.677 4.215 -1.049
C 5.051 1.933 -3.284
C 6.153 1.153 -2.583
C 5.790 0.695 -1.175
S 4.308 -0.340 -1.146
O 3.211 0.711 -0.753
C 4.574 -1.311 0.368
C 4.408 -2.805 0.119
C 2.989 -3.205 -0.250
H 5.408 2.321 -4.237
H 4.724 2.780 -2.678
H 4.183 1.303 -3.495
H 7.045 1.774 -2.486
H 6.443 0.286 -3.179
H 5.558 1.525 -0.503
H 6.586 0.094 -0.737
H 3.852 -0.909 1.084
H 5.577 -1.079 0.722
H 4.713 -3.313 1.036
H 5.110 -3.125 -0.655
H 2.304 -2.971 0.568
H 2.922 -4.274 -0.445
H 2.648 -2.693 -1.155
Br -0.497 0.595 -6.069
C 0.499 1.518 -4.784
C 1.176 2.688 -5.092
C 1.874 3.337 -4.085
C 1.879 2.797 -2.818
N 1.238 1.653 -2.522
C 0.553 1.026 -3.494
H 1.151 3.087 -6.097
H 2.404 4.259 -4.279
H 2.392 3.289 -2.001
H 0.024 0.123 -3.231
*
```

The HOMO energy comes out at -13.40 eV. The value obtained for the electronic energy is -197694.98171 eV. For the orbital gap, the calculation gives 0.2180 hartree. The value obtained for the energy above the lowest of the compared OMol25 structures with the same formula, charge and spin is 0.00 kcal/mol.

Mulliken population analysis, charges in e, atoms 1 to 5:
1. Os 2.07
2. C -1.59
3. C 1.95
4. C -2.10
5. C -1.63

Below is a cluster of 3 separate species, C38H67BN2O10S in total, with properties calculated with ωB97M-V/def2-TZVPD.

```
! RIJCOSX wB97M-V def2-TZVPD def2/J DEFGRID3
* xyz 0 1
C 6.866 3.469 2.365
C 7.303 3.996 1.017
O 6.214 4.138 0.079
C 5.360 3.080 0.021
O 5.737 1.977 -0.277
C 3.927 3.432 0.312
C 2.978 3.031 -0.840
C 1.675 2.311 -0.419
C 1.543 0.839 -0.899
C 2.760 -0.002 -0.469
C 3.239 -0.036 0.997
C 4.072 -1.315 1.164
C 2.198 -0.007 2.117
C 1.518 0.961 -2.458
B 2.393 0.016 -3.410
C 2.984 0.581 -4.761
O 2.639 -1.292 -3.086
C 0.057 0.794 -2.868
O -0.008 -0.025 -4.015
C -1.295 -0.551 -4.311
C -2.342 0.517 -4.637
O -0.632 0.234 -1.793
C 0.141 0.184 -0.578
C 0.239 -1.315 -0.173
C 0.108 -2.319 -1.318
C 0.730 -3.665 -0.961
C 0.231 -4.235 0.355
S 0.765 -5.953 0.625
C 2.380 -5.671 1.161
N 3.254 -6.586 1.390
N 4.397 -5.911 1.820
C 4.111 -4.669 1.803
O 2.842 -4.418 1.397
C -0.783 0.850 0.471
C -1.289 2.257 0.241
C -0.976 3.263 1.149
C -1.426 4.562 0.986
C -2.213 4.878 -0.108
C -2.562 3.883 -1.005
C -2.114 2.585 -0.829
H 7.678 3.622 3.074
H 6.642 2.404 2.342
H 6.003 4.019 2.738
H 8.056 3.346 0.573
H 7.708 4.997 1.124
H 3.626 2.962 1.247
H 3.882 4.507 0.470
H 3.530 2.469 -1.589
H 2.688 3.961 -1.326
H 0.851 2.863 -0.865
H 1.540 2.415 0.654
H 3.623 0.327 -1.047
H 2.602 -1.027 -0.788
H 3.925 0.783 1.185
H 4.696 -1.470 0.283
H 4.729 -1.252 2.030
H 3.410 -2.180 1.252
H 1.675 0.944 2.200
H 2.713 -0.156 3.068
H 1.459 -0.802 2.038
H 1.787 1.965 -2.785
H 4.076 0.624 -4.721
H 2.677 -0.028 -5.611
H 2.645 1.599 -4.950
H 3.260 -1.681 -3.709
H -0.401 1.761 -3.117
H -1.637 -1.190 -3.499
H -1.142 -1.188 -5.178
H -2.874 0.243 -5.546
H -1.877 1.482 -4.823
H -3.087 0.618 -3.851
H 1.177 -1.523 0.335
H -0.543 -1.523 0.557
H 0.609 -1.962 -2.211
H -0.948 -2.491 -1.532
H 1.815 -3.546 -0.893
H 0.539 -4.394 -1.748
H -0.857 -4.295 0.384
H 0.580 -3.660 1.208
H 4.773 -3.868 2.079
H -0.330 0.813 1.461
H -1.659 0.202 0.522
H -0.366 3.024 2.013
H -1.158 5.298 1.731
H -2.558 5.893 -0.256
H -3.190 4.127 -1.852
H -2.396 1.823 -1.541
C -5.672 4.685 6.315
O -6.253 4.692 5.026
C -5.525 5.453 4.076
C -4.717 4.573 3.152
O -3.667 3.918 3.845
C -3.932 2.553 4.106
H -6.231 3.971 6.917
H -4.623 4.381 6.281
H -5.745 5.672 6.783
H -4.864 6.165 4.580
H -6.249 6.022 3.484
H -4.261 5.194 2.374
H -5.370 3.844 2.662
H -3.924 1.970 3.178
H -4.894 2.418 4.607
H -3.138 2.187 4.755
C -5.384 -7.252 -2.872
O -5.031 -7.652 -1.563
C -3.632 -7.679 -1.333
C -3.175 -6.478 -0.539
O -3.303 -5.272 -1.279
C -4.422 -4.492 -0.904
H -6.466 -7.137 -2.894
H -4.917 -6.301 -3.143
H -5.097 -8.013 -3.606
H -3.087 -7.727 -2.280
H -3.407 -8.586 -0.764
H -2.114 -6.599 -0.300
H -3.734 -6.413 0.399
H -4.293 -4.076 0.102
H -5.346 -5.076 -0.931
H -4.497 -3.672 -1.615
*
```

The HOMO energy comes out at -8.80 eV. The value obtained for the electronic energy is -75457.77079 eV. For the orbital gap, the calculation gives 0.3406 hartree. As for the SMILES: CCOC(=O)CCC[C@]1(CC(C)C)[C@@H](B(C)O)[C@@H](OCC)O[C@]1(CCCCSc1nnco1)Cc1ccccc1.COCCOC.COCCOC.

Mulliken population analysis, charges in e, atoms 1 to 5:
1. C -1.03
2. C -0.26
3. O -0.43
4. C 0.38
5. O -0.57